Below is a cluster of 3 separate species, C3H13NO2 in total, with properties calculated with the ωB97M-V functional and the def2-TZVPD basis.

Output
ΔE to the lowest compared entry with this formula, charge and spin	18.18	kJ/mol
2S+1	2
expectation value of S²	0.755
Kohn-Sham gap (spin up / spin down)	12.4 / 7.5	eV
net charge	+1

Each line ends with the Löwdin charge.
Element x y z (Å)
H  -1.249  -0.911  -1.605  0.173
H  1.567  -1.628  -1.085  0.099
H  0.360  -0.953  0.984  0.100
N  -0.123  0.720  -0.991  0.316
H  -1.269  1.034  1.442  0.011
H  -1.456  -0.779  0.865  0.083
H  0.008  1.243  -1.848  0.164
O  1.191  2.170  1.094  -0.059
C  -0.545  -1.184  0.424  -0.039
C  -0.372  -0.661  -0.993  -0.401
H  -0.835  -2.228  0.503  0.108
H  0.734  1.851  1.895  0.033
C  0.769  -1.394  -1.794  0.020
H  0.406  1.121  -0.181  0.101
H  0.811  3.061  1.005  0.084
H  -0.506  0.484  2.669  0.054
H  1.150  -0.784  -2.587  0.080
O  -1.070  1.203  2.364  -0.033
H  0.428  -2.364  -2.161  0.106

=====

Below is a cluster of 4 separate species, C3H13NO2S2 in total, with properties calculated with the ωB97M-V functional and the def2-TZVPD basis.

Output
ΔE to the lowest compared entry with this formula, charge and spin	584.04	kJ/mol
Kohn-Sham gap	3.8	eV
net charge	0

Each line ends with the Löwdin charge.
Element x y z (Å)
H  0.818  0.322  1.899  0.112
H  0.726  -2.145  1.547  0.071
H  -1.905  -0.700  1.000  -0.007
H  -2.821  -0.800  -0.538  -0.334
H  3.026  0.715  1.110  0.009
N  -0.955  -0.927  1.497  -0.070
C  -0.341  -2.166  1.188  -0.174
C  0.408  0.231  -0.187  -0.627
H  -0.937  -3.098  1.673  0.142
H  3.598  1.858  1.924  0.002
S  -2.873  0.490  -0.435  0.346
H  -0.433  1.853  -3.504  0.065
H  -0.373  0.041  -0.929  -0.013
H  0.554  0.768  -2.918  0.030
O  -0.145  1.403  -2.676  -0.105
H  -0.686  1.189  1.329  0.123
S  1.839  -0.871  -0.651  0.605
H  0.851  1.258  -0.249  0.090
H  -0.225  -2.424  0.045  0.103
C  -0.095  0.240  1.251  -0.291
O  2.795  1.588  1.550  -0.077

=====

Below is a cluster of 4 separate species, C3H13NO3 in total, with properties calculated with the ωB97M-V functional and the def2-TZVPD basis.

Output
ΔE to the lowest compared entry with this formula, charge and spin	168.30	kJ/mol
Kohn-Sham gap	10.2	eV
net charge	0
SMILES string	C=CCN.O.O.O

Each line ends with the Löwdin charge.
Element x y z (Å)
H  2.576  2.757  1.209  -0.003
H  -1.709  -1.439  -0.200  0.056
H  -0.888  1.810  -0.729  0.068
O  2.437  -5.675  3.774  -0.059
H  -1.727  1.306  -2.924  0.102
O  2.237  2.279  -0.554  -0.059
H  -3.363  -1.648  -0.170  0.052
H  1.856  -5.119  4.289  0.024
H  3.034  -4.991  3.444  0.035
H  1.701  3.581  2.192  0.021
H  -0.936  -0.361  -2.601  0.108
C  -2.712  -0.046  -1.539  -0.170
H  1.287  2.275  -0.715  0.011
N  -0.511  1.046  -1.253  -0.021
H  -0.164  0.340  -0.624  0.065
H  2.584  1.499  -0.976  0.046
O  2.128  2.730  2.075  -0.090
H  -3.743  0.181  -1.786  0.089
C  -1.473  0.510  -2.240  -0.245
C  -2.614  -1.035  -0.669  -0.030

=====

Below is a cluster of 4 separate species, C3H13NO3 in total, with properties calculated with the ωB97M-V functional and the def2-TZVPD basis.

Output
ΔE to the lowest compared entry with this formula, charge and spin	44.87	kJ/mol
Kohn-Sham gap	10.6	eV
net charge	0
SMILES string	C=CCN.O.O.O

Each line ends with the Löwdin charge.
Element x y z (Å)
H  3.826  -0.435  -0.578  0.035
O  2.996  0.032  -0.444  -0.074
H  0.204  0.084  -1.366  0.096
H  0.780  -1.739  1.088  -0.003
O  1.287  -2.185  0.378  -0.082
H  0.191  0.022  2.433  0.057
H  1.500  2.006  -0.698  0.042
O  -0.271  -0.774  2.143  -0.083
H  -3.088  -0.416  0.178  0.081
C  0.426  2.007  -0.593  0.015
C  -1.777  0.835  -0.790  -0.271
H  -0.934  -0.452  1.491  -0.001
H  -2.248  0.758  -1.776  0.107
N  -2.091  -0.334  0.049  -0.019
H  -0.051  2.888  -0.189  0.057
H  2.380  -0.664  -0.161  -0.011
H  -1.761  -1.190  -0.402  0.091
C  -0.290  0.952  -0.949  -0.192
H  1.085  -3.118  0.486  0.044
H  -2.164  1.724  -0.299  0.108

=====

Below is a cluster of 3 separate species, C3H13NO3S in total, with properties calculated with the ωB97M-V functional and the def2-TZVPD basis.

Output
ΔE to the lowest compared entry with this formula, charge and spin	282.05	kJ/mol
Kohn-Sham gap	9.0	eV
net charge	0
SMILES string	OCNCCS.O.O

Each line ends with the Löwdin charge.
Element x y z (Å)
H  -0.681  -0.192  2.016  0.079
H  0.376  -2.731  0.223  -0.025
O  0.425  -3.337  0.924  -0.035
H  3.208  1.940  -0.256  -0.149
O  -0.117  0.560  1.856  -0.102
C  1.201  0.774  -0.980  -0.566
H  -0.541  1.215  -1.990  0.078
H  -0.096  2.549  -1.141  0.104
H  1.360  0.326  0.068  0.099
C  -0.112  1.437  -1.058  -0.360
H  -1.016  -3.029  -0.206  0.035
S  2.511  1.973  -1.416  0.694
N  -1.224  0.955  -0.129  -0.034
H  -0.132  2.378  1.526  0.134
H  -2.157  -2.729  -1.173  0.049
H  1.126  0.094  -1.783  0.044
H  -1.880  1.916  1.861  0.139
H  1.209  -3.128  1.462  0.075
C  -0.880  1.560  1.292  -0.273
H  -1.312  -0.100  -0.127  0.088
O  -1.267  -2.430  -0.970  -0.073

=====

Below is a cluster of 4 separate species, C3H13NO4 in total, with properties calculated with the ωB97M-V functional and the def2-TZVPD basis.

Output
ΔE to the lowest compared entry with this formula, charge and spin	229.90	kJ/mol
Kohn-Sham gap	10.7	eV
net charge	0
SMILES string	CCC(N)=O.O.O.O

Each line ends with the Löwdin charge.
Element x y z (Å)
H  -1.815  -2.717  -0.602  0.051
H  2.076  0.248  0.011  0.047
O  1.237  0.285  3.121  -0.104
H  0.277  0.637  3.099  0.089
O  1.687  2.841  2.573  -0.094
N  -0.714  0.056  -3.029  0.155
H  -3.271  -1.574  -0.358  0.060
O  0.880  -0.926  -1.711  0.001
H  -2.755  -1.920  -2.102  0.141
H  -1.342  0.791  -3.122  0.069
H  3.438  0.172  0.932  0.000
C  -0.325  -0.567  -1.812  -0.457
C  -1.418  -0.593  -0.705  -0.178
O  2.624  0.502  0.768  0.001
H  -0.826  -0.591  0.198  0.081
H  1.342  0.052  2.202  -0.019
H  -0.260  -0.231  -3.811  0.052
H  -1.877  0.517  -0.735  0.154
H  2.307  2.109  2.647  0.000
C  -2.353  -1.853  -0.909  -0.087
H  1.087  2.763  3.346  0.039

=====

Below is a cluster of 4 separate species, C3H13NO4 in total, with properties calculated with the ωB97M-V functional and the def2-TZVPD basis.

Output
ΔE to the lowest compared entry with this formula, charge and spin	91.76	kJ/mol
2S+1	2
expectation value of S²	0.757
Kohn-Sham gap (spin up / spin down)	10.1 / 5.6	eV
net charge	+1

Each line ends with the Löwdin charge.
Element x y z (Å)
H  -2.682  1.616  -0.369  0.144
O  2.046  -1.642  -2.074  -0.047
O  2.160  1.892  1.798  -0.049
C  -1.295  0.136  0.377  -0.150
H  0.560  -0.528  2.330  -0.021
H  1.580  -1.259  -2.815  0.028
H  0.498  0.624  -0.332  0.122
H  2.064  0.963  1.574  -0.006
C  -1.985  0.095  -1.989  -0.145
H  0.167  -0.964  -0.694  0.095
O  -0.997  -0.473  -2.342  0.134
N  0.130  -0.253  0.039  0.243
H  -1.708  -0.856  0.628  0.148
O  0.986  -0.710  3.177  -0.033
H  -1.043  1.715  -0.973  0.146
C  -1.857  0.994  -0.753  -0.083
H  -3.037  0.063  -2.323  0.167
H  1.820  1.920  2.700  0.044
H  -1.215  0.707  1.317  0.150
H  1.233  -1.632  3.030  0.061
H  2.573  -2.409  -2.308  0.055

=====

Below is a cluster of 4 separate species, C3H13O3S in total, with properties calculated with the ωB97M-V functional and the def2-TZVPD basis.

Output
ΔE to the lowest compared entry with this formula, charge and spin	76.18	kJ/mol
Kohn-Sham gap	6.2	eV
net charge	-1

Each line ends with the Löwdin charge.
Element x y z (Å)
H  -1.480  0.367  1.945  0.052
H  -2.435  1.358  -0.049  0.078
C  -1.314  -0.142  0.989  -0.159
O  1.555  -1.917  -0.381  -0.060
H  -1.510  0.316  -1.125  0.089
S  -0.278  2.960  1.247  0.175
H  1.425  0.917  1.544  -0.041
H  0.418  -2.050  -3.907  0.027
H  0.562  1.423  -0.433  0.026
H  -0.670  2.483  -1.135  0.031
O  0.747  -2.803  -3.405  -0.073
O  1.763  0.590  2.397  -0.141
H  1.180  -2.392  -2.643  0.003
H  1.862  -2.338  0.429  0.044
H  -0.280  -0.474  1.096  0.020
H  1.336  1.292  2.913  -0.007
H  -1.899  -1.070  0.944  0.065
C  -1.497  0.837  -0.151  -0.373
C  -0.397  1.914  -0.242  -0.771
H  0.912  -1.269  -0.033  0.014

=====

Below is a cluster of 4 separate species, C3H13O3S in total, with properties calculated with the ωB97M-V functional and the def2-TZVPD basis.

Output
ΔE to the lowest compared entry with this formula, charge and spin	200.84	kJ/mol
Kohn-Sham gap	7.3	eV
net charge	-1

Each line ends with the Löwdin charge.
Element x y z (Å)
H  -1.715  -2.096  -0.249  0.088
H  0.566  -2.840  0.258  0.036
H  0.035  -0.859  2.123  0.043
H  1.550  1.598  -0.666  0.025
O  -2.850  -0.495  -3.038  -0.226
H  -3.414  -0.396  -2.265  -0.018
C  -0.366  -1.497  1.427  -0.359
H  -0.727  -2.289  2.029  0.062
C  1.033  -2.081  0.860  -0.133
O  2.519  3.110  2.339  -0.045
H  1.362  -1.309  0.121  0.015
H  1.789  3.655  2.078  0.021
O  2.238  1.578  0.062  -0.126
C  -1.408  -1.067  0.348  -0.674
H  -1.941  -0.405  -2.551  -0.135
H  2.425  2.457  1.705  -0.070
S  -0.723  -0.039  -1.014  0.376
H  1.471  -2.492  1.824  0.083
H  1.758  0.764  0.324  -0.003
H  -2.406  -0.836  0.781  0.041

=====

Below is a cluster of 4 separate species, C3H13O3S in total, with properties calculated with the ωB97M-V functional and the def2-TZVPD basis.

Output
ΔE to the lowest compared entry with this formula, charge and spin	185.52	kJ/mol
Kohn-Sham gap	5.7	eV
net charge	-1

Each line ends with the Löwdin charge.
Element x y z (Å)
H  3.294  -1.861  -3.880  0.012
O  3.347  -2.140  -2.967  -0.088
H  -1.571  2.885  -0.875  0.079
H  -0.699  3.432  2.394  0.085
O  0.308  -6.453  3.228  -0.058
H  -0.183  3.462  -0.073  0.013
C  -1.633  2.910  1.927  -0.155
H  0.013  -6.029  4.032  0.023
H  0.572  -0.360  -2.556  -0.171
O  0.759  -1.261  -2.864  -0.185
H  2.607  -1.739  -2.509  -0.011
H  -2.317  2.390  2.704  0.067
C  -0.878  1.853  1.012  -0.410
S  0.429  1.543  -1.526  0.225
H  -1.574  0.908  0.777  0.117
H  -2.263  3.549  1.270  0.051
H  0.445  -1.037  -3.829  0.093
C  -0.587  2.500  -0.303  -0.816
H  0.012  1.346  1.492  0.094
H  -0.081  -5.898  2.546  0.035

=====

Below is a structure of composition C3H14BCsN2O2, with properties calculated with the ωB97M-V functional and the def2-TZVPD basis.

Output
ΔE to the lowest compared entry with this formula, charge and spin	45.98	kJ/mol
Kohn-Sham gap	5.3	eV
net charge	0

Each line ends with the Löwdin charge.
Element x y z (Å)
H  3.336  -3.032  0.510  0.096
H  0.649  -4.676  0.109  0.138
N  3.538  -3.747  -0.174  0.171
H  -4.101  2.058  1.852  0.069
H  -0.545  4.197  -4.660  -0.103
H  1.135  4.134  -4.381  -0.115
H  -1.541  1.522  3.477  0.109
H  -0.883  0.051  1.997  0.073
B  0.203  3.686  -4.074  -0.453
H  4.330  -3.559  -0.772  0.128
O  -1.764  0.376  1.796  -0.073
H  0.239  2.639  -4.335  -0.132
C  -2.317  1.058  2.868  -0.332
H  -2.640  2.970  1.890  0.073
H  1.743  -3.458  0.929  0.101
H  -3.713  2.705  3.331  0.071
H  -2.967  0.367  3.405  0.106
O  2.325  -5.113  -1.458  0.084
N  1.532  -4.228  0.311  0.164
C  -3.223  2.254  2.468  -0.081
C  2.505  -4.442  -0.499  -0.853
H  0.118  3.819  -3.007  -0.124
Cs  2.043  0.420  -1.583  0.882

=====

Below is a cluster of 3 separate species, C3H14N2O2 in total, with properties calculated with the ωB97M-V functional and the def2-TZVPD basis.

Output
ΔE to the lowest compared entry with this formula, charge and spin	55.85	kJ/mol
Kohn-Sham gap	9.9	eV
net charge	0
SMILES string	C[C@@H](N)CN.O.O

Each line ends with the Löwdin charge.
Element x y z (Å)
H  -0.286  -1.253  2.249  0.080
H  3.755  1.494  -0.772  0.048
H  1.674  -1.945  0.886  0.063
H  -0.675  0.441  1.926  0.077
H  -0.989  0.084  -2.057  0.083
H  2.008  -1.258  -0.535  0.048
H  -2.063  1.602  -0.319  -0.022
N  1.260  -1.691  -0.008  0.031
N  -1.654  -0.036  -1.293  -0.020
H  -2.449  -0.451  -1.773  0.077
H  0.531  0.252  -0.282  0.110
H  -0.877  -2.036  -1.008  0.098
C  0.217  -0.665  0.219  -0.450
H  2.620  1.745  0.251  0.022
H  -1.840  -1.358  0.329  0.106
C  -1.107  -1.133  -0.446  -0.222
H  0.988  -0.077  2.116  0.074
O  2.982  1.108  -0.339  -0.040
C  0.016  -0.364  1.693  -0.075
H  -1.945  3.014  -0.807  0.001
O  -2.165  2.529  -0.030  -0.088